Record 1
Here is 2 unconnected molecules or ions with the total composition C4H9NO2 in a non-equilibrium geometry from the Open Molecules 2025 dataset. Energies are from the ωB97M-V functional and the def2-TZVPD basis.

Summary:
Relative energy (zero: lowest compared OMol25 entry of this formula, charge and spin): 4.450 eV
HOMO-LUMO gap: 10.090 eV
E: -9875.61050 eV
E_HOMO: -9.70 eV
Total charge: 0

Positions of all 16 atoms, in Å:
C: 1.5277 -1.6974 1.2006
C: 1.6491 -0.9301 -0.1030
N: -0.1648 -0.4290 -0.8561
C: -0.7747 0.4064 0.0626
O: -0.3122 0.9392 1.0479
O: -2.0468 0.6679 -0.4031
C: -2.2245 1.9858 -0.9206
H: 1.1506 -2.7197 1.0702
H: 2.5205 -1.7879 1.6667
H: 0.8839 -1.1513 1.8897
H: 2.0130 0.0815 -0.0168
H: 2.2003 -1.4960 -0.8743
H: 0.3321 -1.3114 -0.6304
H: -3.2524 2.0632 -1.2873
H: -2.0517 2.7456 -0.1525
H: -1.5388 2.1388 -1.7617

---

Record 2
Here is 3 unconnected molecules or ions with the total composition C2H10O2S from the Open Molecules 2025 dataset. Energies are from the ωB97M-V functional and the def2-TZVPD basis.

Summary:
Relative energy (zero: lowest compared OMol25 entry of this formula, charge and spin): 0.358 eV
HOMO-LUMO gap: 9.174 eV
E: -17166.13607 eV
E_HOMO: -8.73 eV
SMILES string: CSC.O.O
Total charge: 0

Positions of all 15 atoms, in Å:
C: -0.7988 1.9788 1.4778
S: -1.8397 0.5293 1.8381
C: -0.5758 -0.7360 1.9431
H: -0.2738 1.9403 0.5220
H: -1.4404 2.8470 1.5610
H: -0.1050 2.0454 2.3017
H: 0.1916 -0.5951 2.6943
H: -0.0588 -0.9039 1.0039
H: -1.1209 -1.6516 2.2136
O: 0.4040 -2.0939 -1.8757
H: -0.1334 -1.3914 -1.5035
H: -0.1937 -2.6890 -2.3327
O: 1.9462 0.5829 -3.4991
H: 1.3918 0.2606 -2.7766
H: 2.6068 -0.1234 -3.5680

---

Record 3
Here is a molecular structure, C2H2N2O2 from the Open Molecules 2025 dataset. Energies are from the ωB97M-V functional and the def2-TZVPD basis.

Summary:
Relative energy (zero: lowest compared OMol25 entry of this formula, charge and spin): 1.546 eV
HOMO-LUMO gap: 11.208 eV
E: -9180.24005 eV
E_HOMO: -10.44 eV
Total charge: 0

Positions of all 8 atoms, in Å:
O: 1.9535 0.1590 0.3187
C: 0.6600 0.0143 0.0419
N: 0.1193 -1.1293 -0.2829
O: -1.2281 -0.8051 -0.3955
C: -1.3220 0.4921 -0.1302
N: -0.1984 1.0750 0.1316
H: 2.3295 -0.7272 0.4280
H: -2.3139 0.9211 -0.1118

---

Record 4
Here is 2 unconnected molecules or ions with the total composition C6H11NO3 in a non-equilibrium geometry from the Open Molecules 2025 dataset. Energies are from the ωB97M-V functional and the def2-TZVPD basis.

Summary:
Relative energy (zero: lowest compared OMol25 entry of this formula, charge and spin): 0.549 eV
HOMO-LUMO gap: 10.936 eV
E: -14012.75077 eV
E_HOMO: -20.57 eV
Total charge: +2

Positions of all 21 atoms, in Å:
C: 0.8362 -1.2872 0.0543
C: -0.0916 -1.6352 2.9365
C: 1.3945 0.0642 -0.2023
C: -0.6517 0.1724 -1.5760
C: -1.2858 -0.9021 -0.7433
C: -0.3103 1.9194 0.2297
N: 0.3944 0.9657 -0.8061
O: 0.1678 -0.7838 2.1545
O: -0.2922 -1.7561 -0.1762
O: -0.2619 -2.5643 3.5482
H: 1.5875 -1.9208 0.6568
H: 1.8731 0.4369 0.7859
H: 2.3606 0.2040 -0.8340
H: 0.0568 -0.0231 -2.4484
H: -1.4025 0.9308 -1.8627
H: -1.8186 -0.4483 0.0604
H: -1.8649 -1.5925 -1.3494
H: -0.9133 2.5043 -0.3582
H: -1.0202 1.3213 0.8080
H: 0.3655 2.7439 0.6444
H: 0.8768 1.6504 -1.5220

---

Record 5
Here is a molecular structure, C5H6BrF in a non-equilibrium geometry from the Open Molecules 2025 dataset. Energies are from the ωB97M-V functional and the def2-TZVPD basis.

Summary:
Relative energy (zero: lowest compared OMol25 entry of this formula, charge and spin): 2.060 eV
HOMO-LUMO gap: 10.128 eV
E: -78038.32794 eV
E_HOMO: -9.40 eV
Total charge: 0

Positions of all 13 atoms, in Å:
C: 0.2420 2.7618 -0.5240
C: -0.4810 -1.0326 0.1225
C: -0.3415 1.8835 0.2665
C: 0.2649 0.0290 0.3948
C: -0.0587 -2.4902 0.1000
F: -1.3058 1.9608 1.1990
Br: 2.1871 0.1041 0.4731
H: -0.1582 3.8230 -0.5433
H: 1.0033 2.6470 -1.3643
H: -1.5172 -0.9955 -0.1426
H: 1.1089 -2.5367 -0.2105
H: -0.5238 -3.0036 -0.7743
H: -0.4197 -3.1505 1.0029